Entry 1:
Here is a 2-piece molecular cluster, CH4N2O2 overall at a distorted geometry from the Open Molecules 2025 dataset. Energies are from ωB97M-V with the def2-TZVPD basis set.

As for the multiplicity: 1. The HOMO-LUMO gap (alpha / beta) comes out at 5.32 / 5.12 eV. The value obtained for the electronic energy is -300.1384 a.u. The net charge is -2.

Bonds (Å) are listed after each position.
Element x y z (Å)
1 C -0.4037 -0.1188 0.5409  N3 1.393, H6 1.127, H7 1.005
2 N 1.3003 1.1248 -0.1864  O4 1.330, H8 1.020
3 N -1.3410 -0.2635 -0.4797  C1 1.393, O5 1.405, H9 1.073
4 O 2.4472 0.9530 0.4640  N2 1.330
5 O -1.8576 -1.5517 -0.2644  N3 1.405
6 H -0.6996 0.5591 1.3914  C1 1.127
7 H 0.0214 -0.9170 0.9782  C1 1.005
8 H 1.3741 0.5370 -1.0163  N2 1.020
9 H -0.8412 -0.3228 -1.4277  N3 1.073

Mulliken population analysis, charges in e, atoms 1 to 5:
1. C -0.5005
2. N -0.3324
3. N -0.3608
4. O -0.7013
5. O -0.8824


Entry 2:
Here is one molecule with the formula CH4N2O2 at a distorted geometry from the Open Molecules 2025 dataset. Energies are from ωB97M-V with the def2-TZVPD basis set.

As for the multiplicity: 1. The HOMO-LUMO gap comes out at 10.71 eV. As for the SMILES: O/N=C\NO. The value obtained for the electronic energy is -300.2969 a.u.

Bonds (Å) are listed after each position.
Element x y z (Å)
1 O -0.4433 -1.8345 -0.3107  N2 1.462, H6 0.853
2 N 0.1531 -1.3037 0.9136  O1 1.462, C3 1.242
3 C 0.4174 -0.1327 0.5941  N2 1.242, N4 1.578, H7 1.000
4 N -0.0805 0.7113 -0.6432  C3 1.578, O5 1.472, H8 1.138
5 O 0.1955 2.0178 -0.0246  N4 1.472, H9 1.099
6 H -0.7016 -2.6363 -0.1753  O1 0.853
7 H 1.0818 0.3552 1.1599  C3 1.000
8 H -1.1677 0.3953 -0.5311  N4 1.138
9 H 0.5452 2.4276 -0.9828  O5 1.099

Mulliken population analysis, charges in e, atoms 1 to 5:
1. O -0.3778
2. N -0.3514
3. C 0.0082
4. N -0.2888
5. O -0.4230


Entry 3:
Here is one molecule with the formula CH4N2O2 at a distorted geometry from the Open Molecules 2025 dataset. Energies are from ωB97M-V with the def2-TZVPD basis set.

As for the multiplicity: 1. The HOMO-LUMO gap (alpha / beta) comes out at 7.00 / 10.65 eV. The value obtained for the electronic energy is -300.2559 a.u.

Bonds (Å) are listed after each position.
Element x y z (Å)
1 C -0.7746 -0.0826 -0.2729  N2 1.480, O4 1.336, H6 1.128, H7 1.122
2 N -0.0042 0.2073 0.9566  C1 1.480, N3 1.286, H8 1.055
3 N 1.1390 0.7931 0.8949  N2 1.286, H9 1.077
4 O -0.1785 -1.2163 -0.6520  C1 1.336, O5 1.355
5 O 1.0146 -0.9938 -1.2556  O4 1.355
6 H -1.8959 -0.1522 -0.1681  C1 1.128
7 H -0.4828 0.6908 -1.0308  C1 1.122
8 H -0.0089 -0.7142 1.4703  N2 1.055
9 H 1.1913 1.4678 0.0576  N3 1.077

Mulliken population analysis, charges in e, atoms 1 to 5:
1. C -0.2477
2. N 0.1261
3. N -0.5538
4. O -0.0857
5. O -0.3455